(1)
Entry from the OMol25 dataset: a molecular structure, C32H54N8S4SeY (ωB97M-V/def2-TZVPD).

CARTESIAN COORDINATES (ANGSTROEM)
Y 0.22930 -0.36858 1.58865
C -0.83360 -3.60831 2.35522
C -2.08962 -2.80730 2.10673
N -1.84256 -1.77505 1.07226
C -1.79163 -2.35228 -0.28642
C -0.39530 -2.67181 -0.75617
C -0.20660 -3.52968 -1.82782
C 1.08520 -3.83300 -2.22695
C 2.15077 -3.28870 -1.52585
C 1.88368 -2.43433 -0.47128
C 3.00946 -1.82546 0.32540
N 2.57995 -1.38032 1.66739
C 2.70784 -2.42953 2.71128
C 1.57981 -3.42564 2.62130
N 0.28551 -2.72620 2.76368
N 0.63483 -2.10530 -0.11078
H -0.53262 -4.12414 1.44195
H -1.02303 -4.38255 3.10258
H -2.41373 -2.30661 3.01885
H -2.89723 -3.47937 1.80374
H -2.63585 -1.13980 1.08866
H -2.23213 -1.63636 -0.97999
H -2.39908 -3.26047 -0.34180
H -1.06078 -3.97500 -2.32104
H 1.26057 -4.51085 -3.05235
H 3.17249 -3.54133 -1.77738
H 3.39275 -0.95524 -0.21711
H 3.83538 -2.53916 0.39460
H 3.22448 -0.65105 1.94361
H 2.68595 -1.92589 3.68120
H 3.67196 -2.93908 2.63201
H 1.70616 -4.20133 3.38075
H 1.58975 -3.93050 1.65471
H 0.16045 -2.55555 3.75911
C 0.29156 3.59113 0.59764
C 1.77323 3.32761 0.37054
S 2.28865 1.57611 0.40690
C 3.68050 1.68752 1.56313
C 3.32461 1.94291 3.02934
S 1.89977 1.02406 3.71776
C 0.91020 2.39144 4.38491
C 0.40442 3.39951 3.36896
S -0.47065 2.67081 1.95078
H -0.29364 3.33530 -0.28074
H 0.14555 4.65618 0.78409
H 2.37977 3.83096 1.12240
H 2.06694 3.73669 -0.59571
H 4.33922 2.48636 1.21852
H 4.27083 0.77907 1.43335
H 3.09882 2.99715 3.17839
H 4.19278 1.72243 3.65007
H 1.51063 2.89638 5.14269
H 0.08452 1.91470 4.90835
H 1.22085 4.00345 2.97625
H -0.27569 4.08682 3.87252
C -3.06541 1.11198 -6.02458
C -2.57810 2.04649 -4.92331
C -3.14994 1.72877 -3.54189
C -2.89830 0.29706 -3.08229
N -1.47494 -0.06675 -3.15934
C -0.54416 0.20172 -2.25553
S -0.97464 0.83071 -0.69881
N 0.73341 0.00483 -2.57335
C 1.20865 -0.37214 -3.90595
C 2.72900 -0.34681 -3.95776
C 3.35223 1.00906 -3.61790
C 2.81099 2.16241 -4.45377
H -2.71613 1.44303 -7.00103
H -4.15554 1.07938 -6.05951
H -2.71543 0.08263 -5.89535
H -2.85124 3.07232 -5.17324
H -1.48241 2.04318 -4.88196
H -4.23222 1.88023 -3.54739
H -2.73966 2.41771 -2.79865
H -3.42893 -0.41732 -3.71002
H -3.23189 0.15465 -2.05560
H -1.15008 -0.31833 -4.08323
H 1.41494 0.33153 -1.90531
H 0.79966 0.32582 -4.64385
H 0.84142 -1.37466 -4.14557
H 3.01961 -0.63722 -4.96907
H 3.12269 -1.12219 -3.29296
H 4.42990 0.92406 -3.76618
H 3.22574 1.23326 -2.55049
H 2.89717 1.95041 -5.52067
H 3.36753 3.07828 -4.26028
H 1.75928 2.37043 -4.23927
Se -0.90701 -0.65301 5.26910
N -1.28787 -0.07315 3.58994
C -2.55805 0.32440 3.59858
C -3.29078 0.85054 2.49078
C -4.59420 1.18396 2.67473
C -5.26657 1.03361 3.93608
C -4.61859 0.54874 5.01598
C -3.24197 0.17280 4.87418
N -2.52900 -0.32534 5.85760
H -2.81087 1.02143 1.53534
H -5.15536 1.59509 1.84522
H -6.30516 1.32532 4.00771
H -5.09316 0.43029 5.98009

Results
Net charge: +3
Total energy in eV: -155695.500
Energy above the lowest of the compared OMol25 structures with the same formula, charge and spin in kcal/mol: 0.0



(2)
Entry from the OMol25 dataset: 11 unconnected molecules or ions with the total composition C32H55Br20NO at a distorted geometry (ωB97M-V/def2-TZVPD).

CARTESIAN COORDINATES (ANGSTROEM)
O 1.27196 0.19166 4.89713
C 1.27772 0.02594 3.68744
N 0.92306 -1.11209 3.03950
C 1.50330 -1.25469 1.72338
C 1.96792 0.18968 1.39255
C 1.65429 1.05079 2.63127
C 0.56704 2.15294 2.51704
C -0.43546 2.00065 1.37104
C -1.31373 0.77596 1.48056
C -1.47145 -0.07042 0.38682
C -2.25074 -1.21596 0.46616
C -2.88383 -1.53842 1.65985
C -2.74558 -0.69230 2.75417
C -1.97292 0.45202 2.66516
H 0.64929 -1.90832 3.59252
H 2.33208 -1.96497 1.75457
H 0.80382 -1.61156 0.96577
H 3.05769 0.10398 1.33006
H 1.68816 0.56757 0.41683
H 2.56683 1.58541 2.89286
H 0.02139 2.17742 3.46305
H 1.05396 3.12235 2.40986
H -1.06991 2.89068 1.33547
H 0.11640 1.93752 0.43167
H -0.96645 0.16372 -0.54517
H -2.34504 -1.86669 -0.39384
H -3.47454 -2.44241 1.74213
H -3.24954 -0.93176 3.68216
H -1.87170 1.08245 3.54112
Br 2.54760 5.41938 1.14921
C 3.99274 4.12765 0.97300
C 4.26581 3.80715 -0.47140
Br 2.91019 2.63422 -1.21728
H 3.70599 3.25278 1.54832
H 4.86175 4.59648 1.42883
H 5.20439 3.26620 -0.57240
H 4.29217 4.69317 -1.09507
Br -5.49765 -2.00718 -0.82072
C -6.09981 -3.84647 -1.02390
C -6.13844 -4.54493 0.30905
Br -4.34330 -5.01868 0.90486
H -5.42541 -4.33254 -1.72159
H -7.09326 -3.78888 -1.45990
H -6.66821 -5.49218 0.24969
H -6.57985 -3.92836 1.08543
Br 4.09112 3.07508 -4.96956
C 2.53574 4.20226 -5.29217
C 2.80614 5.64045 -4.94717
Br 2.78528 5.94680 -3.02630
H 1.71558 3.77689 -4.72316
H 2.33052 4.09601 -6.35434
H 2.02364 6.28121 -5.34680
H 3.77230 5.97480 -5.31073
Br -4.34105 3.45304 5.19745
C -3.95629 4.58391 3.66125
C -4.79923 4.22050 2.46987
Br -4.16948 2.58270 1.63258
H -2.89443 4.48289 3.45991
H -4.17320 5.60030 3.98231
H -4.72043 4.99570 1.71080
H -5.84277 4.06848 2.72579
Br 4.44014 -2.35949 5.00864
C 2.95031 -2.09889 6.23523
C 2.39645 -3.41053 6.72890
Br 1.34037 -4.30321 5.36158
H 2.21364 -1.49950 5.70648
H 3.35012 -1.52336 7.06681
H 1.71667 -3.23247 7.55889
H 3.16670 -4.11309 7.03048
Br -3.31664 7.37968 0.49454
C -4.88834 7.22619 -0.64104
C -5.98372 8.17099 -0.22048
Br -6.87030 7.55678 1.39544
H -5.20177 6.18781 -0.59736
H -4.54883 7.46174 -1.64687
H -6.75580 8.21521 -0.98505
H -5.61664 9.17078 -0.01408
Br -7.01546 -8.07866 -0.18568
C -8.40501 -8.58673 -1.44702
C -8.39280 -7.72072 -2.67731
Br -9.13954 -5.95948 -2.32567
H -9.34752 -8.53408 -0.91223
H -8.19353 -9.62038 -1.71086
H -9.02115 -8.15458 -3.45151
H -7.39105 -7.56585 -3.06427
Br 8.21674 -4.00638 3.75589
C 8.28997 -3.35569 5.58635
C 8.78819 -4.40783 6.54011
Br 7.43417 -5.75397 6.90789
H 7.28995 -3.01242 5.83369
H 8.97266 -2.50919 5.56791
H 9.02550 -3.96095 7.50280
H 9.65633 -4.93457 6.15794
Br 0.42443 1.69503 -7.05787
C 2.02159 0.58796 -7.20368
C 2.39774 0.31180 -8.63192
Br 1.25147 -1.03060 -9.44944
H 1.82900 -0.31710 -6.63673
H 2.80851 1.15829 -6.71553
H 3.40484 -0.09768 -8.67548
H 2.33961 1.19751 -9.25597
Br 3.31520 -4.27450 -6.51466
C 4.20371 -3.06387 -7.74582
C 5.41489 -2.41778 -7.12404
Br 4.92976 -1.03025 -5.84840
H 3.45660 -2.34173 -8.05941
H 4.49734 -3.67267 -8.59780
H 6.01295 -1.92097 -7.88480
H 6.03044 -3.13060 -6.58556

Results
SMILES string: O=C1NCC[C@H]1CCc1ccccc1.BrCCBr.BrCCBr.BrCCBr.BrCCBr.BrCCBr.BrCCBr.BrCCBr.BrCCBr.BrCCBr.BrCCBr
Total energy in eV: -1438466.020
Energy above the lowest of the compared OMol25 structures with the same formula, charge and spin in kcal/mol: 0.0



(3)
Entry from the OMol25 dataset: a molecular structure, C32H55ClN2O5SScSi at a distorted geometry (ωB97M-V/def2-TZVPD).

CARTESIAN COORDINATES (ANGSTROEM)
Sc -0.22273 -0.19130 -2.01253
Cl 1.80389 -0.31898 -3.26829
N 0.26037 2.05635 -2.03122
N 0.00509 -2.44271 -1.69378
C -0.74326 2.81585 -2.39739
C -0.76309 -3.21798 -2.42650
C 1.36017 2.93047 -1.57655
C 0.66320 4.28690 -1.44908
C 2.45733 3.00809 -2.62793
C 1.92321 2.41117 -0.27447
H 2.05306 3.40009 -3.56991
H 2.87886 2.01564 -2.81236
H 3.23664 3.69138 -2.26799
H 1.13835 2.35283 0.48730
H 2.70950 3.09639 0.07210
H 2.35339 1.41124 -0.40371
C 0.99385 -3.29914 -0.99314
C 0.76530 -4.66659 -1.63569
C 0.67877 -3.32340 0.48825
C 2.41974 -2.81462 -1.20233
H 2.63014 -2.70634 -2.27023
H 3.10875 -3.54948 -0.76481
H 2.58283 -1.84211 -0.72309
H -0.35880 -3.63922 0.65495
H 0.82402 -2.32521 0.91916
H 1.35163 -4.03213 0.99052
O -0.42548 -4.49877 -2.47317
H 0.55150 -5.47156 -0.92224
H 1.58285 -4.97461 -2.30086
O -0.62803 4.10625 -2.13370
H 1.18155 5.11580 -1.94561
H 0.44419 4.56242 -0.40794
C -1.96230 2.27756 -3.08654
C -1.93435 -2.74749 -3.23042
C -1.57523 -1.45901 -3.91331
H -2.75618 -2.57790 -2.51461
H -2.22949 -3.53787 -3.92671
C -1.69277 -0.24159 -3.21587
C -1.60138 1.01867 -3.83836
H -1.79738 -0.29509 -1.77378
C -1.06304 1.04888 -5.13033
C -0.76421 -0.16085 -5.76583
C -0.73849 2.35897 -5.78109
C -1.01956 -1.41031 -5.19225
H -0.31235 -0.12815 -6.75907
C -0.63580 -2.68499 -5.88359
H -0.29769 -2.46902 -6.90270
H -1.47539 -3.38750 -5.94105
H 0.18612 -3.19290 -5.35919
H -1.57549 3.06557 -5.72708
H -0.49317 2.19533 -6.83664
H 0.13437 2.83943 -5.31427
H -2.36255 3.05818 -3.74569
H -2.70518 2.06244 -2.30228
C -1.24661 -2.86395 3.76856
C -2.00104 -1.58178 3.44503
C -2.86095 -1.77980 2.20532
C -2.88648 -1.18158 4.61927
O -1.03017 -0.50778 3.26843
Si -0.22774 0.28953 2.06414
S -1.21688 0.34040 0.30814
O 0.03363 1.85333 2.57289
C -0.81690 2.77463 3.29990
C -2.09160 3.05337 2.51112
C -1.14953 2.19476 4.66773
C 0.00046 4.05268 3.45826
O 1.29277 -0.36425 1.92338
C 2.36480 -0.43694 2.91072
C 3.66714 -0.17635 2.15800
C 2.18518 0.59341 4.01538
C 2.37172 -1.83384 3.51976
H -1.96518 -3.68171 3.92593
H -0.66102 -2.74571 4.68938
H -0.57973 -3.15200 2.94428
H -3.59624 -2.57484 2.40730
H -3.40622 -0.86359 1.94785
H -2.26436 -2.08000 1.33407
H -2.28726 -1.02044 5.52425
H -3.45516 -0.27109 4.39210
H -3.60678 -1.98455 4.82587
H -2.70561 2.15024 2.40336
H -2.67962 3.81083 3.04978
H -1.85723 3.43907 1.51145
H -0.23135 1.96401 5.22195
H -1.72243 2.93543 5.24389
H -1.75278 1.28314 4.57969
H 0.93876 3.85127 3.99146
H 0.23673 4.48726 2.47807
H -0.57219 4.79110 4.03368
H 3.81641 -0.91383 1.35782
H 3.66964 0.82864 1.71638
H 4.51734 -0.24887 2.84998
H 1.28451 0.39068 4.61027
H 3.04566 0.53112 4.69961
H 2.15100 1.61453 3.61732
H 1.42927 -2.03478 4.04598
H 2.52743 -2.60069 2.74880
H 3.19334 -1.91011 4.24640

Results
Net charge: -1
Total energy in eV: -99237.141